Model a:
Formula: C3H4Cl2
Source: the Open Molecules 2025 dataset
Level of theory: the ωB97M-V functional and the def2-TZVPD basis

The geometry in XYZ format:
```
9
Properties=species:S:1:pos:R:3:lowdin_charge:R:1
Cl 0.62931 -0.05762 2.19147 0.684
C -0.21929 -0.02062 0.76399 -1.361
Cl -1.95261 -0.09334 0.99980 0.627
C 0.12336 0.82782 -0.52079 -0.122
C 0.31840 -0.73035 -0.42216 -0.206
H 1.04154 1.37700 -0.60273 0.087
H -0.86010 1.22220 -0.80877 0.073
H -0.40326 -1.45730 -0.99808 0.131
H 1.32265 -1.06779 -0.60274 0.088
```

HOMO energy = -9.90 eV
gap between HOMO and LUMO = 10.837 eV
structure (SMILES) = ClC1(Cl)CC1

***

Model b:
Formula: C3H4Cl2
Source: the Open Molecules 2025 dataset
Level of theory: the ωB97M-V functional and the def2-TZVPD basis

The geometry in XYZ format:
```
9
Properties=species:S:1:pos:R:3:lowdin_charge:R:1
Cl -0.73151 1.66192 -0.43737 0.617
C 0.60377 0.55927 -0.20270 -0.729
C 1.88532 0.27448 -0.39946 0.009
C 1.00245 -0.58465 0.57644 -0.188
H 2.95033 0.45607 -0.59191 0.100
H 0.63003 -1.67636 0.36413 0.109
H 1.19003 -0.40905 1.67766 0.089
Cl -4.22303 0.18958 -0.84876 0.206
H -3.30739 -0.47127 -0.13803 -0.212
```

HOMO energy = -9.46 eV
gap between HOMO and LUMO = 10.199 eV
structure (SMILES) = ClC1=CC1.Cl

***

Stability verdict: model a, ahead by 1.518 eV

***

Model a:
Formula: C24H68N6O7
Source: the Open Molecules 2025 dataset
Level of theory: the ωB97M-V functional and the def2-TZVPD basis

The geometry in XYZ format:
```
105
Properties=species:S:1:pos:R:3:lowdin_charge:R:1
C -0.93301 -1.81085 2.34797 -0.087
O -2.07852 -0.97108 2.23811 -0.216
C -2.54118 -0.40276 3.46847 -0.216
C -3.98235 0.00327 3.49430 -0.406
C -4.26248 1.16221 2.56488 -0.064
N -4.35180 0.44203 4.91550 0.032
H -1.05298 -2.66450 2.97982 0.078
H -0.04540 -1.30722 2.78703 0.085
H -0.84542 -2.07888 1.31387 0.087
H -2.42284 -1.15234 4.28387 0.129
H -1.88783 0.46054 3.73864 0.121
H -4.61106 -0.82955 3.15776 0.133
H -3.54094 2.00477 2.68357 0.086
H -5.24249 1.57874 2.73283 0.075
H -4.19321 0.83077 1.52396 0.059
H -3.75475 1.21362 5.23574 0.068
H -4.23392 -0.28573 5.63636 0.069
C 4.78411 0.41033 -4.91963 -0.073
O 3.49052 1.06554 -5.15169 -0.174
C 2.95557 1.44472 -3.86580 -0.225
C 1.66417 2.23969 -3.97665 -0.388
C 1.19480 2.66177 -2.55642 -0.068
N 0.62939 1.37354 -4.67986 0.038
H 5.47131 1.11526 -4.45805 0.082
H 5.22763 0.36500 -5.88745 0.072
H 4.74695 -0.54179 -4.40579 0.082
H 2.63758 0.61106 -3.23873 0.120
H 3.61264 2.09207 -3.37905 0.103
H 1.73666 3.15263 -4.59625 0.142
H 0.16773 3.03984 -2.64487 0.070
H 1.82070 3.46707 -2.10713 0.092
H 1.09369 1.81910 -1.89679 0.039
H 0.89479 1.33940 -5.65783 0.059
H 0.84943 0.41249 -4.46555 0.048
C 0.76379 1.72944 4.31947 -0.075
O 1.40721 0.75467 3.48967 -0.259
C 2.61614 0.20155 3.98420 -0.163
C 3.31942 -0.52886 2.77334 -0.436
C 4.73225 -0.94566 3.17602 -0.063
N 3.38595 0.32478 1.61660 0.059
H 1.42167 2.55167 4.69057 0.108
H 0.24103 1.23443 5.12058 0.082
H 0.04943 2.24729 3.66288 0.061
H 3.19445 1.00272 4.41015 0.122
H 2.44970 -0.59100 4.65795 0.106
H 2.68325 -1.44925 2.61736 0.121
H 4.62667 -1.57542 4.04052 0.069
H 5.33962 -0.07445 3.33856 0.075
H 5.20247 -1.55773 2.41117 0.068
H 3.53893 -0.23469 0.79379 0.029
H 2.54952 0.85760 1.48087 0.034
C -3.24105 4.40550 -0.46091 -0.142
O -2.25753 4.09487 0.43885 -0.166
C -1.75310 2.79618 0.18286 -0.191
C -0.67537 2.45078 1.25127 -0.415
C 0.43146 3.48470 1.11698 -0.037
N -0.17244 1.10762 1.05821 0.078
H -3.74666 5.32428 -0.12580 0.098
H -4.01932 3.63244 -0.43277 0.084
H -2.90817 4.51184 -1.48567 0.087
H -2.57466 2.07757 0.28636 0.102
H -1.28598 2.63100 -0.82944 0.128
H -1.17526 2.49187 2.20774 0.100
H 1.42158 3.21257 1.54563 0.087
H 0.12842 4.46103 1.45515 0.077
H 0.73109 3.56351 0.05297 0.067
H 0.48708 0.90219 1.79000 0.039
H -0.94841 0.49688 1.22325 0.054
C 3.64654 -4.31587 -3.80072 -0.159
O 4.20341 -3.71921 -2.70119 -0.188
C 3.62726 -4.18782 -1.47339 -0.197
C 3.97203 -3.27237 -0.26461 -0.401
C 3.40064 -4.03902 0.99117 -0.038
N 3.35542 -1.97754 -0.34197 0.046
H 4.20017 -3.97461 -4.66599 0.090
H 2.59436 -4.15175 -3.99343 0.080
H 3.63983 -5.39912 -3.65913 0.086
H 2.51908 -4.29282 -1.58625 0.138
H 4.09565 -5.15922 -1.31243 0.122
H 5.06477 -3.19253 -0.30411 0.139
H 3.41578 -3.47327 1.92186 0.052
H 3.93960 -4.95980 1.08517 0.065
H 2.34541 -4.19836 0.72323 0.081
H 2.34911 -2.08311 -0.24152 0.063
H 3.44032 -1.58602 -1.25310 0.065
C -5.64886 -2.18662 0.49627 -0.089
O -5.58495 -1.78881 -0.86480 -0.174
C -4.68006 -0.77733 -1.15465 -0.250
C -4.43590 -0.66805 -2.64869 -0.438
C -3.34635 0.37247 -2.87176 -0.063
N -5.71024 -0.39776 -3.34913 0.035
H -6.23350 -1.42730 1.05943 0.097
H -4.69849 -2.25549 0.91615 0.048
H -6.14434 -3.14181 0.58480 0.086
H -5.15339 0.24484 -0.89722 0.149
H -3.72383 -0.96161 -0.65685 0.121
H -4.19509 -1.64192 -3.00817 0.128
H -3.67125 1.30603 -2.42229 0.063
H -3.08156 0.57099 -3.91309 0.077
H -2.41055 0.04596 -2.36476 0.077
H -5.85360 0.59992 -3.55877 0.073
H -5.62552 -0.79302 -4.28931 0.070
O 0.58675 -0.68235 -1.07057 -0.094
H 0.39975 -0.22452 -1.88366 -0.008
H 0.44095 -0.06385 -0.30004 0.007
```

HOMO energy = -8.69 eV
gap between HOMO and LUMO = 9.326 eV
structure (SMILES) = COC[C@H](C)N.COC[C@H](C)N.COC[C@H](C)N.COC[C@H](C)N.COC[C@H](C)N.COC[C@H](C)N.O

***

Model b:
Formula: C24H68N6O7
Source: the Open Molecules 2025 dataset
Level of theory: the ωB97M-V functional and the def2-TZVPD basis

The geometry in XYZ format:
```
105
Properties=species:S:1:pos:R:3:lowdin_charge:R:1
C 4.81418 0.56364 -2.25681 -0.049
C 3.35018 0.61364 -2.06881 -0.476
C 2.66518 0.33564 -3.34981 -0.145
O 2.86118 1.40064 -4.30381 -0.172
C 2.50918 1.10064 -5.63181 -0.083
N 2.92218 -0.08736 -1.02881 0.191
H 3.29318 0.18864 0.00519 0.227
H 1.90018 0.04564 -0.75281 0.070
H 3.24618 -0.97236 -1.02681 0.110
H 5.37918 0.95364 -1.45881 0.053
H 5.18018 1.23664 -3.22581 0.171
H 5.17118 -0.51636 -2.22081 0.110
H 3.31018 1.69764 -1.84381 0.173
H 1.76218 0.23564 -3.14981 0.025
H 3.10718 -0.59336 -3.89781 0.174
H 2.99318 0.09864 -5.79981 0.098
H 2.86318 1.72464 -6.29381 0.027
H 1.40418 0.86564 -5.75281 0.116
O 0.37718 -0.19636 -0.44681 -0.440
H -0.49482 -0.48536 -0.08981 0.000
C -4.96582 0.72964 2.75119 -0.079
C -3.72782 1.44764 2.76019 -0.329
C -2.42182 0.55564 2.33119 -0.133
O -2.28382 -0.48636 3.28919 -0.156
C -1.11382 -1.22536 3.27319 -0.099
N -3.86982 2.71564 1.77119 0.043
H -5.03382 0.06764 3.57419 0.065
H -5.42782 0.39164 1.96919 0.020
H -5.61182 1.37964 3.51419 0.142
H -3.53582 1.92264 3.69219 0.115
H -1.54582 0.95864 2.22719 0.036
H -2.54482 0.23364 1.34719 0.087
H -1.23582 -2.11036 3.91119 0.113
H -0.28682 -0.45036 3.55419 0.102
H -0.70982 -1.61936 2.46919 -0.005
H -3.58282 2.32364 0.90119 -0.024
H -2.90682 3.29564 1.88119 0.112
C -1.45182 4.59464 -1.22881 -0.039
C -1.11982 3.10164 -0.93381 -0.395
C -2.10582 1.98664 -1.59581 -0.106
O -3.49082 2.15164 -1.16281 -0.200
C -4.26982 1.05464 -1.43181 -0.111
N 0.20818 2.67264 -1.34481 0.033
H -0.59082 5.29264 -0.96181 0.089
H -2.47382 4.88564 -0.88381 0.085
H -1.52682 4.68464 -2.32281 0.068
H -0.97282 2.92664 0.09419 0.089
H -1.65382 0.93164 -1.26681 0.131
H -2.00982 2.20364 -2.59581 0.085
H -5.11082 1.35664 -1.40081 -0.009
H -3.85482 0.12164 -0.86881 0.141
H -4.38682 0.96164 -2.43981 0.073
H 0.73418 3.09664 -0.76081 -0.071
H 0.60318 1.66564 -0.97081 0.107
C 0.75118 -5.07936 0.70319 -0.035
C 0.97718 -3.53736 1.05419 -0.415
C 2.11818 -3.27636 2.06219 -0.198
O 1.91918 -3.95436 3.29219 -0.164
C 3.14418 -4.17536 3.91619 -0.118
N 1.13318 -2.80636 -0.20081 0.043
H 0.46918 -5.70436 1.71919 0.134
H 1.68018 -5.32236 0.28319 0.044
H -0.10582 -5.35836 0.14719 0.029
H 0.01218 -3.23936 1.33019 0.086
H 2.13418 -2.21936 2.19219 0.083
H 3.12318 -3.48836 1.47319 0.160
H 3.69418 -4.73336 3.25419 0.054
H 3.23418 -4.72136 4.79519 0.066
H 3.61418 -3.15936 4.10819 0.116
H 0.95018 -1.85636 -0.15881 -0.047
H 0.25818 -3.10136 -0.79581 0.083
C -1.86482 -2.82436 -4.11281 -0.089
C -1.74882 -1.90136 -2.92081 -0.433
C -1.85182 -2.72636 -1.62181 -0.151
O -3.24582 -3.24636 -1.47281 -0.237
C -3.52082 -3.79536 -0.22381 -0.109
N -0.37482 -1.35536 -3.01281 0.039
H -2.97282 -3.37936 -4.20281 0.135
H -0.97182 -3.57236 -4.18581 0.110
H -1.83282 -2.20836 -5.00281 0.045
H -2.42982 -1.12036 -2.91881 0.100
H -1.62982 -1.94036 -0.99881 0.066
H -1.26782 -3.55436 -1.53381 0.077
H -2.76682 -4.65636 -0.33081 0.109
H -4.58982 -4.07036 -0.09781 0.095
H -3.21482 -2.90636 0.39919 0.094
H 0.03218 -1.05936 -2.09681 0.027
H -0.60582 -0.56336 -3.61981 0.077
C 1.61818 1.84564 3.92319 -0.064
C 1.47018 1.94164 2.47919 -0.462
C 2.32818 3.01064 1.79019 -0.093
O 1.58718 4.24064 2.07919 -0.211
C 2.10218 5.43864 1.76219 -0.138
N 1.79318 0.65364 1.85219 0.026
H 0.86318 1.22064 4.28919 0.038
H 1.42018 2.77164 4.47219 0.094
H 2.68018 1.37164 4.17219 0.141
H 0.42918 2.18564 2.24719 0.126
H 2.31818 3.01564 0.59819 0.154
H 3.11918 3.32664 2.13219 0.028
H 2.90418 5.30964 1.10719 0.073
H 2.59118 5.59464 2.58019 0.035
H 1.36518 6.19964 1.42319 0.120
H 1.41418 0.51764 0.82419 0.048
H 1.40918 -0.05936 2.49919 0.045
```

HOMO energy = -8.75 eV
gap between HOMO and LUMO = 8.968 eV

***

Stability verdict: model a, ahead by 15.580 eV

***

Model a:
Formula: C3H4ClNO
Source: the Open Molecules 2025 dataset
Level of theory: the ωB97M-V functional and the def2-TZVPD basis

The geometry in XYZ format:
```
10
Properties=species:S:1:pos:R:3:lowdin_charge:R:1
O -2.29689 -1.03412 0.10956 -0.101
N -2.54716 0.33969 -0.15712 0.046
C -1.37650 0.90425 0.00792 -0.148
C -0.16508 0.14561 -0.00116 -0.206
C 1.01457 0.66300 0.06398 -0.506
Cl 2.51369 -0.32648 -0.03021 0.542
H -3.10423 -1.49308 0.01849 0.068
H -1.28548 1.91198 0.12135 0.085
H -0.23537 -0.97776 -0.11581 0.131
H 1.25955 1.72709 0.28847 0.088
```

HOMO energy = -9.28 eV
gap between HOMO and LUMO = 9.554 eV
structure (SMILES) = O/N=C\C=C\Cl

***

Model b:
Formula: C3H4ClNO
Source: the Open Molecules 2025 dataset
Level of theory: the ωB97M-V functional and the def2-TZVPD basis

The geometry in XYZ format:
```
10
Properties=species:S:1:pos:R:3:lowdin_charge:R:1
C 1.18465 -0.50348 1.94717 -0.070
C 0.32900 -0.18885 0.99688 -0.634
Cl -0.00676 1.44612 0.58488 0.622
H 1.71514 0.23498 2.52156 0.053
H 1.37949 -1.53382 2.18163 0.056
H -0.21777 -0.90852 0.41189 0.039
N -0.97263 0.94342 -2.54976 0.193
C -1.14884 -0.12850 -2.06637 -0.468
O -1.27759 -1.24533 -1.79748 0.147
H -0.98470 1.88398 -2.23039 0.063
```

HOMO energy = -9.93 eV
gap between HOMO and LUMO = 10.684 eV
structure (SMILES) = C=CCl.N=C=O

***

Stability verdict: model b, ahead by 2.174 eV

***

Model a:
Formula: C6H6OS
Source: the Open Molecules 2025 dataset
Level of theory: the ωB97M-V functional and the def2-TZVPD basis

The geometry in XYZ format:
```
14
Properties=species:S:1:pos:R:3:lowdin_charge:R:1
O 1.84734 -0.85084 2.53468 0.036
C 2.09502 -0.43151 1.42028 -0.282
C 1.01158 -0.28662 0.46312 -0.504
C -0.24091 -0.24799 0.89602 -0.086
C -1.46954 0.07196 0.14126 -0.177
C -1.25596 0.32671 -1.34937 -0.161
C -0.06279 0.47253 -1.91169 -0.458
S 1.47862 0.22469 -1.16381 0.959
H 3.15242 -0.24789 1.14262 0.124
H -0.34921 -0.51372 1.93908 0.123
H -2.30743 -0.65682 0.29955 0.128
H -1.81036 1.02829 0.56851 0.120
H -2.12356 0.34303 -2.00476 0.101
H 0.03478 0.76817 -2.97550 0.077
```

HOMO energy = -8.13 eV
gap between HOMO and LUMO = 8.131 eV
structure (SMILES) = O=CC1=CCC=CS1

***

Model b:
Formula: C6H6OS
Source: the Open Molecules 2025 dataset
Level of theory: the ωB97M-V functional and the def2-TZVPD basis

The geometry in XYZ format:
```
14
Properties=species:S:1:pos:R:3:lowdin_charge:R:1
O -1.97678 -1.79841 1.59951 0.024
C -1.30003 -1.62044 0.57522 -0.288
C -0.67689 -0.47131 -0.00095 -0.488
C -0.31227 -0.40344 -1.27496 -0.107
C 0.66439 0.55644 -1.60831 -0.263
C 2.09760 0.63490 -1.00446 -0.116
C 1.01718 1.42572 -0.40988 -0.528
S 0.10911 0.77973 1.03832 0.966
H -1.29270 -2.56495 -0.20304 0.159
H -0.70320 -1.19667 -1.95085 0.138
H 0.63858 1.18127 -2.55941 0.159
H 2.57052 -0.08465 -0.37727 0.096
H 2.89273 1.30794 -1.43161 0.125
H 1.02278 2.53748 -0.54695 0.122
```

HOMO energy = -8.59 eV
gap between HOMO and LUMO = 8.304 eV
structure (SMILES) = O=CC1=C[C@@H]2C[C@@H]2S1

***

Model c:
Formula: C6H6OS
Source: the Open Molecules 2025 dataset
Level of theory: the ωB97M-V functional and the def2-TZVPD basis

The geometry in XYZ format:
```
14
Properties=species:S:1:pos:R:3:lowdin_charge:R:1
C -3.44101 -0.33691 -0.59232 0.125
C -2.47925 0.01231 0.00353 -0.092
C -1.25008 0.43838 0.70292 -0.188
C -0.09866 0.79634 -0.18045 -0.335
O 1.12929 1.49573 -0.07604 -0.138
C 2.12186 0.48117 -0.46597 -0.344
S 1.35976 -1.25072 -0.04603 0.861
C 0.06609 -0.37737 0.83614 -0.470
H -4.28740 -0.63013 -1.16566 0.032
H -1.43207 0.86996 1.69204 0.145
H -0.35999 0.39468 -1.18597 0.150
H 2.24784 0.55066 -1.55544 0.080
H 3.08814 0.68548 0.00380 0.084
H 0.43933 0.09141 1.73288 0.088
```

HOMO energy = -8.78 eV
gap between HOMO and LUMO = 9.574 eV
structure (SMILES) = C#C[C@@H]1[C@H]2OCS[C@H]12

***

Stability verdict: model a, ahead by 1.091 eV

***

Model a:
Formula: C2H4
Source: the Open Molecules 2025 dataset
Level of theory: the ωB97M-V functional and the def2-TZVPD basis

The geometry in XYZ format:
```
6
Properties=species:S:1:pos:R:3:lowdin_charge:R:1
C 0.54397 0.24541 0.27796 -0.082
C -0.49031 -0.27914 -0.37375 -0.078
H 1.03384 -0.27944 1.06085 0.031
H 0.80622 1.27793 0.19424 0.037
H -0.87459 -1.28400 -0.08062 0.062
H -1.01913 0.31925 -1.07868 0.031
```

HOMO energy = -10.18 eV
gap between HOMO and LUMO = 11.639 eV
structure (SMILES) = C=C

***

Model b:
Formula: C2H4
Source: the Open Molecules 2025 dataset
Level of theory: the ωB97M-V functional and the def2-TZVPD basis

The geometry in XYZ format:
```
6
Properties=species:S:1:pos:R:3:lowdin_charge:R:1
C -0.47548 0.66904 -0.31080 -0.107
C 0.20297 0.83773 0.73499 -0.062
H -0.58447 1.78296 0.33454 0.067
H -0.30267 0.74502 -1.37524 0.061
H 0.72579 -1.88168 0.62260 0.016
H 0.43387 -2.15306 -0.00609 0.024
```

HOMO energy = -10.83 eV
gap between HOMO and LUMO = 11.964 eV

***

Stability verdict: model a, ahead by 4.342 eV